No. 1
{
  "formula": "C9H7N3",
  "method": "ωB97M-V with the def2-TZVPD basis set",
  "symbols": ["N", "C", "H", "H", "H", "C", "C", "C", "C", "H", "H", "C", "C", "H", "N", "C", "N", "C", "H"],
  "positions_angstrom": [[-0.224, 0.237, -0.056], [-0.389, 0.286, 2.679], [0.296, -1.621, -3.564], [1.409, -2.435, -2.413], [-2.627, 1.334, 0.492], [0.796, -0.040, 2.355], [-0.804, 0.575, 1.211], [-1.567, 0.548, 3.504], [0.369, -0.884, -0.447], [-3.426, 1.422, 2.898], [1.874, -0.981, -3.400], [1.074, -1.533, -2.849], [-2.519, 1.069, 2.679], [-1.395, 0.512, 4.518], [-0.480, 1.086, -1.094], [0.454, -0.706, -1.848], [-0.099, 0.525, -2.199], [-2.070, 1.091, 1.309], [0.610, -1.686, 0.109]],
  "lumo_energy_ha": -0.0147,
  "e_above_lowest_kcal_mol": 157.5,
  "multiplicity": 1,
  "homo_energy_ha": -0.324
}

***

No. 2
{
  "formula": "C26H59BrN4O13P",
  "method": "ωB97M-V with the def2-TZVPD basis set",
  "symbols": ["H", "N", "H", "O", "P", "H", "C", "C", "H", "C", "H", "C", "H", "C", "H", "H", "H", "C", "H", "H", "H", "C", "H", "H", "H", "O", "C", "H", "O", "H", "N", "O", "Br", "H", "H", "H", "H", "H", "H", "O", "H", "C", "C", "H", "C", "H", "H", "H", "C", "H", "O", "O", "O", "H", "H", "H", "H", "O", "H", "N", "H", "C", "C", "H", "N", "H", "H", "C", "H", "C", "C", "H", "H", "H", "C", "H", "C", "H", "H", "C", "H", "C", "H", "H", "C", "H", "O", "O", "H", "H", "H", "C", "H", "H", "C", "O", "C", "H", "C", "H", "H", "O", "H", "H"],
  "positions_angstrom": [[6.893, 0.342, -3.372], [-0.579, -1.241, -4.875], [-6.472, -1.301, 4.768], [0.341, 1.197, -6.484], [-1.709, -3.446, 2.180], [6.850, -1.248, 0.516], [-1.435, 1.443, 2.442], [4.883, 2.513, 0.050], [-0.800, -5.324, 2.749], [2.453, -2.065, 0.900], [-5.709, 2.133, 3.868], [3.687, -2.710, 1.712], [-4.213, 0.666, 4.045], [-1.302, -2.158, 0.843], [7.408, 0.404, 0.321], [-8.881, 1.816, 0.767], [-1.112, -2.147, -3.080], [2.346, -0.118, -4.058], [0.735, -1.741, -1.707], [-5.768, -0.180, 5.918], [4.627, -2.575, 1.054], [-0.192, -1.876, -3.610], [-2.732, -0.951, 1.741], [5.078, -1.786, 3.250], [-4.027, -0.988, 4.558], [-4.818, -0.815, 2.719], [0.725, -1.143, -2.622], [5.506, 0.928, -2.445], [-1.603, 1.756, 3.640], [-3.819, -2.686, 2.330], [-7.084, 0.658, 4.545], [5.346, 0.116, 0.345], [-1.749, 2.677, 0.898], [6.898, 2.227, -0.112], [3.407, 0.142, -4.048], [1.106, -3.794, 1.379], [3.457, -3.821, 1.884], [7.599, 4.017, -1.268], [-8.672, 2.863, 4.083], [-1.123, -5.013, 1.868], [3.719, 1.058, 1.093], [6.052, 3.441, -2.637], [4.784, 1.278, 0.956], [5.204, 1.461, 1.954], [-0.892, -0.027, 2.049], [6.078, 4.853, -1.012], [0.216, -1.275, -5.502], [3.436, -0.919, 3.117], [3.940, -1.953, 3.133], [-5.216, 1.081, 1.927], [-3.427, -3.574, 2.181], [-3.477, -2.063, -0.627], [0.059, -2.149, 0.384], [2.412, -0.942, 1.195], [-7.544, 0.354, 3.695], [0.331, -0.164, -2.327], [-5.227, -0.273, 0.788], [2.095, -1.033, -3.010], [2.580, -2.068, -0.241], [-1.841, -0.820, 1.230], [1.768, 0.825, -7.890], [-1.002, 0.885, -6.106], [0.892, 0.334, -7.461], [0.849, -2.229, 2.424], [6.253, 3.007, -0.075], [-2.104, 0.110, -4.419], [-6.567, -0.110, 1.907], [-6.023, -0.303, 4.858], [1.769, 0.804, -3.951], [1.002, -2.657, 1.356], [-1.069, 0.131, -4.769], [4.466, 2.218, -0.917], [-9.720, 2.060, 2.313], [0.182, 0.118, -8.264], [6.512, 3.869, -1.229], [6.735, -0.123, 1.886], [-8.779, 1.750, 1.852], [3.595, -2.604, 4.014], [4.255, 3.309, 0.456], [6.563, 1.103, -2.663], [-0.566, -0.588, 3.012], [-2.199, -2.609, -0.465], [7.174, 0.989, -1.768], [-7.334, 3.942, 3.690], [-4.715, -0.308, 4.045], [-8.587, 0.701, 2.090], [-7.698, 2.578, 2.242], [6.792, 2.381, -3.229], [6.209, 4.301, -3.295], [-0.486, 0.719, -4.055], [1.237, -0.604, -7.020], [-7.671, 2.902, 3.633], [4.977, 3.230, -2.685], [-6.513, 2.475, 5.403], [-6.656, 2.048, 4.407], [-1.321, -2.992, 3.606], [6.645, -0.214, 0.801], [0.094, 0.164, 1.467], [-5.492, 0.030, 1.803], [2.146, -0.600, -5.014], [-1.503, 1.848, -5.963], [-1.695, -3.464, -1.281], [-1.541, 0.358, -6.904], [0.297, -2.821, -3.876]],
  "lumo_energy_ha": 0.0820,
  "total_charge": -1,
  "multiplicity": 1,
  "homo_energy_ha": -0.182
}

***

No. 3
{
  "formula": "CH4NS2",
  "method": "ωB97M-V with the def2-TZVPD basis set",
  "symbols": ["S", "N", "H", "C", "H", "H", "S", "H"],
  "positions_angstrom": [[-1.154, -3.501, 1.505], [-0.363, 0.327, -0.111], [0.167, 1.205, 0.053], [-0.390, -0.922, 0.751], [-1.391, 0.578, -0.210], [0.316, -1.137, 1.633], [-1.197, -2.253, 0.121], [-0.147, -0.014, -1.028]],
  "lumo_energy_ha": [-0.2115, -0.2190],
  "e_above_lowest_kcal_mol": 25.1,
  "total_charge": 1,
  "multiplicity": 1,
  "homo_energy_ha": [-0.497, -0.501]
}

***

No. 4
{
  "formula": "C2HCl2N2O",
  "method": "ωB97M-V with the def2-TZVPD basis set",
  "symbols": ["N", "H", "Cl", "C", "N", "C", "O", "Cl"],
  "positions_angstrom": [[-3.014, 0.274, -0.440], [2.328, -0.500, 0.656], [0.465, -1.883, 0.043], [0.891, 0.506, -0.837], [-2.594, 0.144, 0.533], [1.255, -0.329, 0.295], [0.273, 0.942, -1.663], [0.396, 0.847, 1.412]],
  "lumo_energy_ha": -0.2573,
  "e_above_lowest_kcal_mol": 7.9,
  "total_charge": 1,
  "multiplicity": 1,
  "homo_energy_ha": -0.634
}

***

No. 5
{
  "formula": "C24H27N3O4",
  "method": "ωB97M-V with the def2-TZVPD basis set",
  "symbols": ["H", "H", "C", "C", "O", "C", "C", "H", "H", "C", "C", "O", "H", "H", "H", "C", "H", "H", "H", "H", "C", "C", "H", "C", "O", "C", "H", "H", "C", "C", "C", "C", "H", "H", "H", "C", "O", "N", "C", "H", "H", "N", "C", "H", "C", "H", "H", "H", "C", "H", "C", "N", "C", "C", "H", "C", "H", "H"],
  "positions_angstrom": [[2.203, -0.182, -1.154], [3.796, 2.899, -1.095], [3.966, 2.241, -0.238], [0.923, 1.681, 1.816], [2.757, -2.724, -0.300], [-4.973, 0.228, 0.379], [0.482, 1.768, 0.532], [-6.116, 1.833, -2.877], [-1.004, 0.750, -0.613], [4.139, -0.905, 0.675], [0.487, -2.766, -0.985], [-3.576, -2.469, 0.138], [-5.014, -1.263, 1.906], [0.815, -3.207, -1.914], [-4.075, 2.589, -1.653], [-6.121, -0.265, -0.231], [-2.361, -0.026, 1.675], [-6.653, -1.093, 0.209], [-7.432, -0.058, -1.915], [4.995, -0.071, -2.400], [2.650, 2.011, 0.445], [-0.316, -1.660, 1.424], [-2.736, 1.724, 0.593], [5.174, 0.151, 0.261], [-1.831, 1.767, 0.990], [3.661, -1.653, -0.570], [-1.602, -2.831, -1.463], [2.806, -1.162, -2.492], [1.026, -1.890, 1.187], [-4.433, -0.372, 1.656], [4.154, 0.416, -1.890], [-0.892, 1.693, -0.049], [3.009, 1.841, 2.588], [5.505, 0.712, 1.137], [-0.621, -1.259, 2.378], [-1.269, -1.982, 0.463], [1.521, 1.970, -0.307], [4.698, 1.088, -0.731], [2.330, 1.844, 1.760], [-1.020, 2.523, -0.761], [-4.504, 0.355, 2.468], [-4.276, 1.232, -0.146], [-0.853, -2.557, -0.735], [4.625, 2.756, 0.468], [1.443, -2.426, -0.029], [4.520, -2.170, -1.019], [3.735, 1.165, -2.564], [6.046, -0.358, -0.168], [-6.548, 0.310, -1.416], [4.584, -1.607, 1.383], [-4.687, 1.779, -1.278], [-3.045, -0.759, 1.519], [3.095, -0.649, -1.573], [-2.729, -1.773, 0.671], [0.318, 1.538, 2.687], [-5.819, 1.359, -1.955], [3.296, -0.408, 1.154], [1.749, -1.676, 1.958]],
  "lumo_energy_ha": 0.0249,
  "e_above_lowest_kcal_mol": 42.9,
  "multiplicity": 1,
  "smiles": "O=C(NCc1ccccn1)c1ccc(OC2CCN(Cc3ccc(CO)o3)CC2)cc1",
  "homo_energy_ha": -0.296
}

***

No. 6
{
  "formula": "C16H17F3N3OPdS2",
  "method": "ωB97M-V with the def2-TZVPD basis set",
  "symbols": ["C", "C", "S", "C", "C", "C", "F", "C", "H", "H", "F", "H", "H", "H", "C", "C", "H", "H", "Pd", "C", "H", "C", "C", "N", "H", "C", "H", "C", "N", "H", "H", "S", "H", "C", "C", "F", "H", "N", "H", "C", "H", "O", "H"],
  "positions_angstrom": [[-1.882, 1.866, -0.953], [0.059, 2.675, -1.896], [1.534, -0.558, -2.308], [0.746, -4.557, -2.421], [0.778, -0.819, 4.862], [2.309, -3.294, -3.956], [1.866, -2.459, -4.908], [0.151, 2.654, 2.411], [1.088, 2.474, -2.162], [-2.384, 1.053, -0.445], [2.496, -4.493, -4.515], [1.874, 1.626, 1.567], [-0.741, 0.594, 4.156], [-1.130, -3.347, 0.120], [1.340, -3.368, -2.805], [1.014, -2.221, -2.094], [0.302, -0.965, 5.830], [0.673, 3.610, 2.428], [0.203, -0.171, -0.587], [-0.265, -0.341, 3.862], [-0.473, 2.616, 1.520], [-2.551, 3.048, -1.236], [-0.158, -4.577, -1.365], [0.158, -2.257, -1.063], [-0.498, 2.614, 3.283], [-1.865, 4.079, -1.870], [-0.639, -5.494, -1.059], [-0.432, -3.397, -0.705], [-5.030, 3.284, -0.541], [0.034, 4.653, -2.701], [1.579, -0.093, 5.001], [0.452, -0.115, 2.227], [1.770, 1.489, 3.315], [-0.538, 3.883, -2.205], [-3.931, 3.183, -0.856], [3.503, -2.838, -3.548], [-1.046, -1.083, 3.693], [-0.603, 1.687, -1.285], [0.985, -5.467, -2.955], [1.175, 1.532, 2.400], [-2.369, 5.010, -2.093], [-0.773, 0.048, 1.303], [1.220, -1.766, 4.555]],
  "lumo_energy_ha": -0.1480,
  "e_above_lowest_kcal_mol": 0.0,
  "total_charge": 1,
  "multiplicity": 1,
  "homo_energy_ha": -0.426
}

***

No. 7
{
  "formula": "C42H86CuF9O21",
  "method": "ωB97M-V with the def2-TZVPD basis set",
  "symbols": ["F", "H", "H", "H", "H", "H", "C", "O", "H", "H", "H", "H", "H", "H", "C", "O", "C", "H", "H", "H", "H", "H", "O", "C", "H", "O", "H", "C", "O", "C", "H", "F", "O", "H", "F", "O", "C", "F", "H", "C", "H", "O", "O", "O", "C", "C", "H", "H", "H", "H", "O", "H", "O", "C", "C", "H", "H", "H", "C", "C", "H", "H", "C", "H", "H", "H", "H", "C", "C", "H", "O", "H", "H", "H", "H", "H", "H", "H", "H", "H", "C", "H", "H", "H", "H", "F", "H", "O", "C", "C", "H", "H", "C", "H", "F", "C", "C", "H", "C", "O", "H", "H", "C", "F", "H", "H", "H", "H", "C", "O", "H", "F", "H", "H", "C", "H", "C", "C", "H", "C", "C", "H", "H", "H", "O", "H", "O", "O", "H", "H", "C", "C", "C", "O", "C", "H", "H", "H", "C", "H", "C", "C", "C", "H", "C", "H", "H", "H", "F", "H", "O", "H", "C", "H", "Cu", "H", "C", "H", "H"],
  "positions_angstrom": [[-2.120, 3.143, 2.181], [-4.462, 1.490, -4.359], [-0.996, 3.693, 11.752], [7.447, -4.771, -1.452], [1.415, -5.616, -9.416], [4.403, 0.608, 7.992], [-1.166, -5.222, 1.250], [1.935, 3.042, 7.730], [-3.512, 1.732, -5.756], [4.763, 2.254, 7.949], [0.174, -3.098, -9.902], [4.819, 5.076, 8.346], [-3.527, -1.728, -5.421], [5.073, 6.762, 8.508], [7.309, -3.992, -0.702], [-6.921, -2.135, -5.206], [1.361, -7.625, -10.380], [1.377, -7.284, -11.415], [-2.877, -1.535, 3.524], [-0.089, 2.169, 9.863], [-7.898, -2.627, -7.692], [4.157, -3.340, -1.399], [0.732, 2.894, 2.466], [0.493, 3.088, 7.899], [-7.053, -0.109, -4.694], [6.149, -3.302, -1.055], [0.437, -6.730, -8.584], [1.859, 2.033, -1.820], [0.833, 2.629, 0.232], [-9.268, 3.383, 4.007], [-8.988, -1.240, -8.152], [-1.540, -5.857, 0.145], [8.477, -2.390, 0.438], [4.095, 0.401, 4.627], [-0.222, -6.034, 1.663], [0.708, -3.861, -8.085], [4.896, -5.019, -2.442], [-0.689, -4.043, 0.888], [1.198, 2.640, -2.438], [-0.169, 3.086, 9.278], [-9.543, 2.521, 4.614], [-0.344, -5.871, -10.252], [3.220, 6.951, 4.471], [-9.447, -2.098, -6.226], [0.752, -6.463, -9.592], [3.406, 7.709, 6.741], [-5.202, -3.315, -5.391], [-4.512, -1.477, 3.004], [1.809, 0.978, 8.111], [2.385, 1.273, -2.398], [3.776, 6.346, 6.966], [4.342, 8.267, 6.769], [3.724, 1.637, 6.243], [2.785, 7.260, 3.086], [9.529, -1.444, 0.597], [-1.488, -5.318, -8.499], [3.717, -6.313, -10.290], [9.419, -0.726, 1.411], [1.549, -2.829, -7.503], [3.815, 6.455, 2.231], [9.645, -0.813, -0.284], [-0.277, 5.404, 11.469], [-8.880, -2.166, -7.588], [6.096, 3.995, 2.583], [-4.618, -3.901, 3.063], [2.178, -6.685, -3.184], [2.818, 8.200, 7.516], [-7.427, -0.814, -5.437], [-4.506, -1.352, -5.125], [0.659, -8.454, -10.289], [3.551, -5.312, -2.856], [2.581, 2.748, -1.427], [0.081, 2.371, 7.188], [-1.220, 3.239, 9.034], [6.106, 5.538, 1.772], [10.445, -2.008, 0.773], [-8.135, 4.050, 5.651], [2.498, 2.055, 9.302], [2.416, -2.565, -8.109], [-7.048, -0.471, -6.400], [-7.959, 3.852, 4.593], [9.399, -3.891, -0.441], [5.544, -4.705, -3.260], [-4.278, -1.752, 4.722], [-10.099, 4.088, 4.046], [-1.202, 4.330, 0.587], [-0.150, 1.307, 1.420], [-2.541, -3.842, 2.729], [-3.737, -3.459, 3.528], [-1.344, 3.088, 1.100], [0.882, -1.971, -7.417], [4.548, -4.522, -0.374], [0.050, 2.376, 1.339], [-9.371, -0.948, -4.406], [-8.891, 1.793, 0.362], [-0.723, 4.494, 11.066], [-3.860, -1.954, 3.736], [0.165, 0.990, -1.039], [-5.539, -2.327, -5.704], [2.574, -7.890, -9.737], [4.564, -7.872, -9.848], [3.580, -6.571, -4.437], [-8.972, -0.934, -5.420], [-7.668, 3.626, 0.046], [-1.972, -4.541, -9.976], [1.770, 6.865, 3.052], [3.137, 6.014, 1.501], [4.831, 4.145, 1.464], [3.722, -7.401, -10.356], [-9.470, 5.021, 1.644], [-3.670, -3.956, 4.496], [-9.713, 3.562, -0.677], [-7.068, 3.248, 4.424], [3.505, 5.990, 9.002], [8.582, -3.208, -0.674], [-1.705, 4.752, 10.668], [3.974, 1.557, 7.671], [4.983, -4.034, -1.247], [-9.340, -0.049, -5.940], [-3.792, 0.962, -5.038], [1.038, 1.508, -0.643], [4.637, -0.269, 6.078], [3.648, -7.310, -2.730], [-9.471, -2.898, -8.138], [0.277, 4.141, 10.099], [1.665, 0.686, -0.297], [4.494, 5.361, 2.973], [-2.945, -6.070, 2.572], [3.619, -7.843, -11.347], [8.632, -2.695, -1.635], [4.303, 6.032, 8.260], [4.587, 0.687, 5.557], [-1.098, -4.857, -9.407], [-4.603, -0.055, -5.682], [3.238, -6.556, -3.402], [7.069, -4.580, 0.183], [-1.019, -2.763, -8.656], [5.599, 1.091, 5.558], [2.487, 1.823, 8.237], [-5.469, -2.288, -6.791], [5.449, 4.746, 2.131], [-9.184, 3.825, 1.606], [-2.361, -5.083, 2.166], [0.138, 4.050, 7.530], [-8.909, 3.141, 0.246], [-2.853, 0.513, -4.712], [2.506, 8.834, 5.085], [-4.448, -1.261, -4.040], [-1.982, 2.469, 0.128], [-7.583, 4.767, 4.135], [-9.209, 2.947, 2.696], [5.276, -5.961, -2.046], [-0.294, -3.498, -9.003], [1.976, -3.164, -6.557], [3.348, 4.285, 4.901], [2.749, 8.292, 2.736], [2.593, 7.800, 5.420], [4.528, 7.138, 1.769], [1.557, 7.616, 5.703]],
  "lumo_energy_ha": [-0.1309, -0.1821],
  "total_charge": 1,
  "multiplicity": 2,
  "homo_energy_ha": [-0.373, -0.373]
}

***

No. 8
{
  "formula": "C2H8F4InN2O11S4",
  "method": "ωB97M-V with the def2-TZVPD basis set",
  "symbols": ["F", "H", "O", "H", "O", "C", "H", "S", "O", "F", "S", "In", "H", "O", "F", "H", "F", "N", "O", "O", "H", "C", "O", "H", "O", "N", "O", "S", "O", "O", "S", "H"],
  "positions_angstrom": [[-3.699, 0.403, 0.665], [2.758, -1.108, -0.115], [-1.099, -4.514, -0.986], [4.553, -0.542, 1.272], [1.257, -3.895, -0.321], [2.575, -1.142, 0.959], [2.850, -2.124, 1.343], [-2.911, 4.024, 0.239], [0.440, 2.428, 1.672], [-0.687, -2.949, 0.675], [0.465, -2.538, -2.733], [-0.530, 0.790, -0.551], [1.157, -0.799, 2.257], [-4.042, 4.694, 0.910], [-0.208, -1.440, -3.681], [3.511, -0.166, 2.654], [-3.203, 4.424, -1.318], [-2.827, 2.345, -0.006], [-4.243, 2.267, 2.173], [1.867, -2.327, -2.783], [3.365, 0.764, 1.162], [3.551, -0.232, 1.566], [-0.097, -3.699, -3.400], [2.528, 0.165, -2.028], [1.979, 0.964, -1.906], [-0.285, -1.979, -1.521], [-1.632, 4.574, 0.438], [-4.159, 2.004, 0.734], [-5.316, 2.075, -0.118], [1.261, -0.692, 1.309], [-0.089, -3.483, -0.694], [0.909, 1.707, 2.135]],
  "lumo_energy_ha": -0.1166,
  "e_above_lowest_kcal_mol": 34.4,
  "total_charge": -1,
  "multiplicity": 1,
  "homo_energy_ha": -0.293
}